93
Properties=species:S:1:pos:R:3:forces:R:3:mulliken_charge:R:1 method="wB97M-V/def2-TZVPD" orbital_gap_ev="5.7 / 6.5" e_above_lowest_kj_mol=0.0 total_charge=+3 s2=3.853 multiplicity=4
C -1.25892 -1.45158 -2.53259 -0.246 0.752 0.360 -0.09
C 0.75151 -2.50509 -1.80153 -0.359 0.189 -0.175 0.11
C -1.43318 -2.40298 -3.52964 0.148 -0.094 0.154 -0.73
C 0.51262 -3.56374 -2.71138 0.678 0.245 0.629 -0.97
C -0.55088 -3.48866 -3.58361 -0.446 0.155 -0.318 -0.91
H -2.28030 -2.29207 -4.20343 0.216 -0.215 0.101 0.62
H 1.22573 -4.38965 -2.70630 -0.308 0.171 -0.183 0.59
H -0.71662 -4.26998 -4.31696 0.055 0.014 0.061 0.51
N -0.18621 -1.48442 -1.71358 0.046 -0.414 0.131 1.65
P -2.42824 -0.00296 -0.47044 -0.877 -0.242 -0.829 0.64
P 2.31022 -0.84570 -0.21136 1.091 -0.216 -0.049 1.27
C -2.27390 -0.33420 -2.28666 0.266 -0.161 -0.346 -1.88
H -1.95239 0.59313 -2.78356 0.015 -0.274 0.117 0.65
H -3.24480 -0.60249 -2.71688 0.260 0.061 0.054 0.97
C 1.91159 -2.38820 -1.00209 -0.123 -0.752 -0.414 -1.96
H 2.57866 -3.24538 -0.97539 -0.023 0.126 0.000 0.42
C 3.45592 0.07363 -1.47110 -0.140 0.112 -0.037 1.92
C 3.31700 -1.28588 1.34900 -0.203 0.158 0.174 2.12
C -3.32691 1.66835 -0.26288 0.212 0.157 0.178 1.76
C -3.53858 -1.46069 0.06801 0.135 -0.038 0.304 1.83
C 3.49760 1.56071 -1.08063 0.066 0.142 0.130 -1.21
H 4.07887 1.73128 -0.16644 -0.119 -0.046 -0.281 0.33
H 3.97558 2.12818 -1.89258 -0.063 -0.161 0.212 0.56
H 2.49874 1.97919 -0.92699 0.206 -0.041 -0.036 -0.17
C 4.87515 -0.50227 -1.49740 0.215 -0.065 0.008 -1.94
H 5.43678 -0.32032 -0.57540 -0.157 -0.061 -0.271 0.37
H 4.87665 -1.57545 -1.72409 0.040 0.231 0.035 0.40
H 5.42874 -0.00346 -2.30693 -0.198 -0.067 0.162 0.52
C 2.87721 -0.09659 -2.88554 -0.153 -0.109 -0.035 -0.96
H 3.38672 0.59900 -3.57092 -0.076 -0.228 0.257 0.70
H 3.02885 -1.11684 -3.26490 -0.021 0.259 0.097 0.33
H 1.80924 0.12801 -2.92281 0.125 -0.124 -0.074 -0.51
C 4.00587 -0.01763 1.88221 0.097 0.055 0.020 -1.73
H 3.28540 0.80284 2.02339 0.193 -0.181 -0.014 0.19
H 4.44261 -0.25344 2.86457 -0.139 0.065 -0.271 0.56
H 4.82569 0.32826 1.24173 -0.253 -0.084 0.209 0.25
C 2.38749 -1.82307 2.44605 -0.197 0.012 -0.002 -1.51
H 1.68552 -1.06979 2.81743 0.220 -0.048 -0.037 0.12
H 1.82142 -2.70000 2.11082 0.056 0.065 0.065 0.32
H 3.01527 -2.13901 3.29370 -0.232 0.087 -0.262 0.63
C 4.33271 -2.39886 1.05708 0.199 -0.010 -0.215 -1.68
H 5.08434 -2.12498 0.31247 -0.207 -0.152 0.272 0.30
H 4.86430 -2.61642 1.99560 -0.182 0.018 -0.260 0.53
H 3.82803 -3.31655 0.73321 0.205 0.096 0.182 0.40
C -3.98896 -1.23301 1.52043 -0.098 -0.097 0.134 -1.67
H -4.48245 -2.15357 1.86886 0.121 0.294 -0.073 0.56
H -3.13199 -1.05378 2.18443 -0.355 0.015 -0.082 0.21
H -4.71459 -0.41583 1.62068 0.225 -0.272 -0.046 0.32
C -2.73098 -2.77082 0.01544 0.147 0.091 -0.001 -1.44
H -2.48441 -3.05829 -1.01477 -0.043 -0.020 0.284 0.37
H -1.81163 -2.70430 0.60934 -0.184 -0.249 -0.143 0.11
H -3.35791 -3.56619 0.44800 0.262 0.219 -0.159 0.64
C -4.76228 -1.65704 -0.84213 -0.161 0.179 -0.081 -1.61
H -5.33197 -2.51209 -0.44649 0.197 0.224 -0.113 0.49
H -5.43528 -0.79464 -0.85613 0.179 -0.380 -0.036 0.28
H -4.47864 -1.90375 -1.87335 -0.143 -0.037 0.267 0.36
C -2.59714 2.75976 -1.06201 0.184 0.073 -0.123 -1.66
H -2.59225 2.55207 -2.14060 -0.033 0.105 0.187 0.35
H -3.13095 3.71349 -0.91347 0.145 -0.386 -0.038 0.66
H -1.56360 2.90010 -0.72468 -0.283 0.002 0.027 0.07
C -3.30240 2.06951 1.22110 0.026 -0.038 0.292 -1.46
H -2.27279 2.13544 1.60116 -0.359 0.058 -0.149 0.22
H -3.76490 3.06464 1.32242 0.140 -0.320 -0.059 0.51
H -3.86552 1.37865 1.85905 0.135 0.249 -0.187 0.27
C -4.77462 1.59316 -0.76354 -0.204 -0.068 -0.054 -1.82
H -4.83667 1.21975 -1.79412 -0.071 0.071 0.216 0.35
H -5.41820 0.99145 -0.11079 0.214 0.180 -0.191 0.38
H -5.19294 2.61119 -0.76226 0.198 -0.239 0.014 0.54
Mn 0.02993 -0.20195 -0.26560 0.133 2.991 -1.042 -0.32
C -0.42536 -0.77228 1.35252 -1.901 -4.773 7.913 0.20
O -0.74587 -1.26888 2.38854 1.554 2.915 -5.421 -0.34
N 0.24797 1.37915 -1.42376 0.322 1.493 -3.407 0.11
C 0.35944 2.00530 -2.42367 -0.247 -1.361 3.076 0.89
C 0.52662 2.82940 -3.54646 0.076 0.569 -1.049 -0.09
C 0.30806 4.22227 -3.44372 -0.016 0.052 -0.027 -0.35
C 0.90804 2.27080 -4.79002 -0.020 0.020 -0.005 -0.13
C 0.47095 5.03342 -4.56724 -0.047 -0.171 0.297 -0.82
H 0.01553 4.63769 -2.47956 0.055 0.036 -0.293 0.47
C 1.08449 3.09606 -5.89866 -0.049 -0.292 0.258 -0.90
H 1.05179 1.19314 -4.86217 0.029 0.282 -0.108 0.42
C 0.86196 4.47288 -5.78883 -0.017 -0.063 0.128 -0.40
H 0.29063 6.10810 -4.48678 0.088 -0.400 -0.020 0.44
H 1.39287 2.65445 -6.84932 -0.139 0.200 0.331 0.44
H 0.99226 5.11269 -6.66467 -0.043 -0.200 0.309 0.45
C -0.36135 1.61281 3.59909 0.240 -0.216 0.278 -1.24
S 0.27221 1.81148 1.91317 -0.616 -0.171 -0.536 0.67
C 1.37624 3.23186 2.04142 0.423 0.037 -0.027 -1.22
H -1.12088 0.82230 3.60428 0.180 0.300 -0.022 0.29
H -0.81394 2.55977 3.91942 0.119 -0.239 -0.169 0.49
H 0.45785 1.32990 4.27310 -0.270 0.118 -0.161 0.44
H 0.75876 4.12252 2.20587 0.170 -0.240 -0.009 0.47
H 2.08798 3.08328 2.86242 -0.170 0.073 -0.247 0.44
H 1.91236 3.32333 1.08918 -0.118 -0.002 0.267 0.21

=====

93
Properties=species:S:1:pos:R:3:forces:R:3:mulliken_charge:R:1 method="wB97M-V/def2-TZVPD" orbital_gap_ev="5.7 / 4.8" e_above_lowest_kj_mol=164.1 total_charge=+3 s2=2.147 multiplicity=3
C 1.29721 -0.41697 -3.15000 0.541 -0.102 1.070 -0.08
C -1.02449 -0.32463 -2.97738 -0.165 0.566 0.700 0.20
C 1.21676 -0.69025 -4.50872 -0.157 0.097 -0.338 -0.80
C -1.14413 -0.39214 -4.38221 -1.005 -0.600 0.273 -1.05
C -0.01839 -0.58240 -5.15233 0.592 0.182 -0.269 -0.91
H 2.12951 -0.96068 -5.02825 -0.185 -0.058 -0.079 0.62
H -2.15443 -0.42570 -4.80344 0.450 -0.053 0.032 0.58
H -0.10253 -0.70733 -6.22843 0.048 0.038 0.143 0.51
N 0.21687 -0.01545 -2.44450 -0.229 -0.702 0.256 1.08
P 2.54595 0.34769 -0.80227 1.599 -0.571 -0.883 1.07
P -2.45176 -0.45758 -0.36434 -0.471 0.949 1.814 1.54
C 2.51371 -0.73202 -2.31212 0.126 0.379 -0.425 -1.12
H 2.43978 -1.77746 -1.96716 -0.227 0.296 -0.172 0.43
H 3.44082 -0.65786 -2.89508 -0.275 -0.070 0.218 0.88
C -2.07847 -0.71020 -2.09505 -0.985 2.615 -2.239 -1.36
H -3.03000 -0.77028 -2.64007 0.477 -0.392 -0.139 0.89
C -3.68766 -2.02594 -0.36020 0.194 -0.168 0.548 2.05
C -3.41552 1.10170 0.37797 -0.327 -0.208 -1.105 1.95
C 3.66831 -0.58030 0.38387 -0.056 0.153 0.155 1.90
C 3.23284 1.95607 -1.50520 0.013 -0.012 0.192 2.08
C -3.19736 -2.81680 0.85278 -0.241 -0.372 0.288 -1.43
H -3.23400 -2.23794 1.78556 -0.054 -0.085 -0.234 0.29
H -3.83810 -3.70076 0.98167 0.192 0.144 0.046 0.54
H -2.17074 -3.16913 0.70608 -0.245 -0.012 0.156 0.19
C -5.18045 -1.69863 -0.26256 -0.279 0.282 0.094 -1.86
H -5.48082 -1.10977 0.60613 0.043 -0.205 -0.290 0.35
H -5.54921 -1.20909 -1.17361 0.093 -0.135 0.254 0.43
H -5.71913 -2.65714 -0.18838 0.257 0.188 -0.023 0.48
C -3.57132 -2.89003 -1.62742 0.321 0.007 -0.131 -1.92
H -4.05664 -3.85927 -1.44579 0.093 0.270 0.082 0.57
H -4.05052 -2.44620 -2.50797 -0.066 -0.135 0.294 0.42
H -2.53162 -3.09044 -1.88218 -0.433 -0.194 -0.127 0.30
C -3.92902 0.70523 1.77182 0.200 -0.441 -0.004 -1.16
H -3.09041 0.46259 2.44085 -0.181 0.121 -0.099 -0.10
H -4.47550 1.55338 2.21121 0.199 -0.127 -0.210 0.55
H -4.60670 -0.15328 1.77525 0.210 0.363 0.031 0.12
C -2.46913 2.29344 0.54748 0.240 -0.205 0.088 -1.53
H -1.70097 2.11079 1.30950 -0.296 0.002 -0.053 0.05
H -1.97257 2.56939 -0.39277 -0.092 0.122 -0.055 0.30
H -3.06085 3.15811 0.88851 0.206 -0.221 -0.202 0.67
C -4.51257 1.48860 -0.61015 -0.440 0.311 0.037 -1.64
H -5.30460 0.73955 -0.69419 0.236 0.262 0.048 0.31
H -4.98151 2.42603 -0.27478 0.055 -0.222 -0.153 0.52
H -4.09083 1.66308 -1.60902 -0.129 0.071 0.162 0.33
C 3.85021 2.80003 -0.38135 0.069 0.207 -0.008 -1.56
H 4.11330 3.77580 -0.81587 -0.040 -0.218 0.196 0.55
H 3.14522 2.98153 0.44000 0.269 0.005 -0.165 0.23
H 4.77224 2.35946 0.01755 -0.285 0.127 -0.082 0.35
C 2.06259 2.73894 -2.13366 0.221 -0.195 -0.156 -1.41
H 1.62791 2.21706 -2.99557 0.093 0.187 0.141 0.30
H 1.26316 2.95363 -1.40762 0.025 0.142 -0.024 0.26
H 2.46961 3.69757 -2.48887 -0.320 -0.184 0.113 0.63
C 4.28198 1.69003 -2.59796 0.113 0.061 -0.039 -1.67
H 4.71565 2.65631 -2.89220 -0.093 -0.228 0.080 0.53
H 5.10244 1.04991 -2.25384 -0.189 0.196 -0.122 0.28
H 3.84036 1.24966 -3.50026 0.110 0.169 0.155 0.38
C 3.14106 -2.01586 0.55940 -0.092 -0.014 -0.116 -1.65
H 3.24972 -2.61857 -0.35035 0.074 0.035 0.222 0.41
H 3.72366 -2.50301 1.35589 -0.176 0.161 -0.242 0.60
H 2.08331 -2.02663 0.85268 0.272 -0.040 0.101 0.03
C 3.64299 0.11242 1.75435 -0.083 0.162 0.153 -1.69
H 2.65511 0.02537 2.23259 0.313 0.004 -0.107 0.24
H 4.37748 -0.39482 2.39854 -0.239 0.186 -0.140 0.57
H 3.92023 1.17215 1.69826 -0.008 -0.294 0.069 0.28
C 5.09286 -0.61882 -0.17891 0.197 -0.054 -0.022 -1.63
H 5.13931 -1.11369 -1.15813 0.049 0.115 0.193 0.33
H 5.54739 0.37617 -0.24963 -0.106 -0.273 0.024 0.33
H 5.71023 -1.20713 0.51489 -0.137 0.119 -0.180 0.53
Mo 0.21408 0.41805 -0.36116 -2.035 -3.084 -1.536 -1.10
C 0.69342 1.79269 0.89179 2.423 6.416 5.956 -0.47
O 1.02151 2.64054 1.66304 -1.730 -4.310 -3.976 -0.31
N 0.06278 -1.59000 -0.28510 -3.050 -1.780 -2.447 1.39
C -0.61496 -2.36121 -0.96547 5.308 0.267 3.492 -0.17
C -0.41672 -3.78620 -1.18075 -0.266 -1.164 -1.272 -0.07
C 0.07120 -4.51165 -0.07268 0.292 -0.070 0.229 -0.29
C -0.57311 -4.44150 -2.42365 -0.089 -0.050 0.343 -0.13
C 0.38244 -5.86696 -0.20100 -0.094 0.340 0.024 -0.97
H 0.24577 -3.99848 0.87767 -0.145 -0.236 -0.311 0.36
C -0.29760 -5.80878 -2.52420 0.090 0.291 0.050 -0.99
H -0.89208 -3.87161 -3.29797 -0.045 -0.252 0.198 0.51
C 0.18331 -6.52161 -1.41829 -0.102 0.097 -0.086 -0.57
H 0.79169 -6.40615 0.65821 -0.220 0.214 -0.307 0.46
H -0.44332 -6.32579 -3.47298 0.064 0.222 0.235 0.47
H 0.40865 -7.59023 -1.50976 -0.110 0.484 0.027 0.45
C 0.70309 1.15619 4.68882 0.097 -0.020 0.003 -1.17
C -0.21579 0.15673 4.02537 -0.394 0.335 0.579 0.09
O 0.51371 -0.54090 3.01304 -0.058 -0.317 -1.349 -0.46
H 1.57901 0.65588 5.11140 -0.128 0.048 -0.041 0.30
H 0.17448 1.66135 5.50030 0.054 -0.044 -0.080 0.44
H 1.04059 1.91482 3.97939 0.005 -0.050 0.130 0.17
H -0.58751 -0.55943 4.77271 0.009 0.140 -0.265 0.52
H -1.06891 0.67578 3.55971 0.060 -0.136 0.207 -0.13
H -0.03912 -1.25595 2.65720 0.180 0.156 0.405 0.16